C18H21ClN4O5S | ωB97M-V/def2-TZVPD

The geometry in XYZ format:
```
50
Properties=species:S:1:pos:R:3:forces:R:3
C 2.4283 2.7158 0.1754 -0.017 0.320 -0.005
C 3.1648 1.4324 0.0630 -0.107 -0.314 -0.001
N 4.5153 1.4913 -0.1065 -0.048 0.280 0.015
C 5.3409 0.3833 -0.2157 -0.094 0.014 0.013
O 6.5300 0.4794 -0.3631 0.381 0.029 -0.048
N 4.6688 -0.8095 -0.1380 0.116 -0.251 -0.018
C 3.2984 -1.0018 0.0316 0.196 -0.004 -0.018
O 2.8516 -2.1272 0.0846 0.032 -0.254 0.001
C 2.5501 0.2242 0.1286 -0.893 -0.040 0.088
S 0.7547 0.2350 0.3627 0.381 0.254 -0.077
O 0.5419 0.8287 1.6511 0.117 -0.281 0.202
O 0.2211 0.9118 -0.7861 0.063 -0.333 -0.175
N 0.1093 -1.2602 0.3871 0.626 0.793 -0.009
C 0.1861 -2.0898 1.5696 0.017 -0.216 0.783
C -1.1138 -2.8840 1.7012 0.170 -0.009 -0.097
C -1.3835 -3.6771 0.4232 -0.155 0.125 0.059
C -1.3357 -2.8047 -0.8412 0.004 0.035 -0.086
C -2.5782 -1.9251 -1.0141 0.383 -0.432 0.078
O -3.4329 -2.1861 -1.8376 -0.273 -0.109 -0.302
N -2.6490 -0.8753 -0.1771 -0.070 0.416 0.237
C -3.6250 0.1877 -0.3235 -0.225 -0.049 -0.015
C -2.9013 1.5035 -0.3994 -0.086 -0.020 0.158
C -2.7328 2.1695 -1.6043 -0.010 0.023 0.050
C -2.0013 3.3412 -1.6754 0.021 0.015 -0.107
C -1.4195 3.8639 -0.5343 0.012 0.031 0.032
C -1.5723 3.2180 0.6790 0.020 0.011 0.021
C -2.3056 2.0468 0.7359 -0.057 0.256 -0.338
Cl -2.4561 1.2446 2.2561 -0.192 -0.138 0.420
C -0.0396 -1.9850 -0.8552 -0.037 -0.222 -0.772
H 1.9368 2.7609 1.1466 0.053 0.069 0.033
H 1.6317 2.7415 -0.5674 0.061 0.093 -0.032
H 3.0879 3.5707 0.0515 0.033 0.048 -0.006
H 4.9800 2.3896 -0.1573 -0.055 -0.220 0.006
H 5.2349 -1.6486 -0.2110 -0.099 0.175 0.012
H 0.3290 -1.4202 2.4187 0.002 -0.194 0.057
H 1.0425 -2.7703 1.4916 -0.061 0.095 -0.007
H -1.9420 -2.2053 1.9057 -0.013 -0.002 0.086
H -1.0259 -3.5700 2.5451 -0.002 0.044 0.034
H -2.3556 -4.1685 0.4870 0.037 -0.089 -0.025
H -0.6191 -4.4522 0.3251 -0.008 -0.061 -0.024
H -1.3304 -3.4670 -1.7131 -0.017 0.180 0.085
H -1.8370 -0.6514 0.3799 -0.130 -0.150 -0.093
H -4.3060 0.1786 0.5360 -0.003 0.022 -0.207
H -4.1934 -0.0130 -1.2345 0.044 0.078 0.145
H -3.1754 1.7525 -2.4965 -0.060 -0.058 -0.096
H -1.8773 3.8410 -2.6242 0.002 0.046 -0.085
H -0.8412 4.7747 -0.5853 0.033 0.095 -0.001
H -1.1159 3.6063 1.5762 0.022 0.012 0.096
H -0.0551 -1.2437 -1.6559 -0.015 -0.211 -0.089
H 0.8166 -2.6566 -0.9956 -0.097 0.098 0.027
```
Positions in Å, forces in eV/Å.

Computed properties:
2S+1: 1
HOMO-LUMO gap: 9.1 eV
E_HOMO: -8.9900 eV
Energy above the lowest of the compared OMol25 structures with the same formula, charge and spin: 22.9 kJ/mol